Molecular formula: C10H18N4O4
Method: DFT, ωB97M-V/def2-TZVPD

Each line ends with the natural charge from an NBO analysis.
Element x y z (Å)
O (-2.8129, -0.9755, 4.5265)  -0.642
O (0.9983, 0.2040, 1.7075)  -0.671
O (-1.7667, 1.5448, -5.1094)  -0.641
O (1.9025, 0.0525, -2.7217)  -0.669
C (-1.6080, -0.8014, 4.6162)  0.661
C (-0.1499, 0.2379, 1.2901)  0.691
C (-0.8625, 1.1419, -4.3893)  0.667
C (1.5893, 0.0303, -1.5421)  0.685
N (0.3173, 0.8707, -4.8943)  -0.825
N (1.9885, -0.9461, -0.7204)  -0.612
N (-0.8735, -0.3623, 3.6320)  -0.607
N (-0.3844, 0.6706, 0.0365)  -0.608
C (-1.0139, -1.0675, 5.9791)  -0.695
C (2.5200, -2.2002, -1.1666)  -0.418
C (-1.3400, -0.0831, 2.2768)  -0.297
C (-1.0333, 0.9388, -2.8862)  -0.514
C (-0.0875, 1.8656, -2.0682)  -0.400
C (0.6449, 1.1130, -0.9326)  -0.130
H (0.3884, 0.9372, -5.8931)  0.402
H (1.0910, 0.5258, -4.3232)  0.435
H (1.8261, -0.8095, 0.2862)  0.432
H (0.1409, -0.1867, 3.7562)  0.425
H (-1.3219, 0.8234, -0.3245)  0.411
H (-0.9756, -0.1700, 6.5790)  0.235
H (0.0007, -1.5619, 5.8328)  0.208
H (-1.6829, -1.7674, 6.4647)  0.247
H (3.6036, -2.1527, -1.1936)  0.200
H (2.1988, -2.9897, -0.5264)  0.206
H (2.2171, -2.5035, -2.1922)  0.222
H (-1.8023, -0.9760, 1.8397)  0.229
H (-2.1123, 0.7358, 2.1650)  0.225
H (-2.0717, 1.1061, -2.6192)  0.231
H (-0.7826, -0.1081, -2.7224)  0.221
H (0.6006, 2.3792, -2.7190)  0.245
H (-0.6605, 2.6651, -1.5881)  0.216
H (1.3146, 1.8189, -0.4560)  0.233

Results
E_tot (eV): -24814.247
SMILES string: CNC(=O)[C@@H](CCC(N)=O)NC(=O)CNC(C)=O
Orbital gap (eV): 9.75
Lowest unoccupied orbital energy (eV): 0.3
Energy relative to the best compared isomer or geometry (same formula, charge and spin) (kcal/mol): 7.4
HOMO level (eV): -9.4